C25H28N5S5Tc | ωB97M-V/def2-TZVPD

## Properties
LUMO (spin up / spin down): 2.4 / 1.7 eV
maximum force: 0.476 eV Å⁻¹
2S+1: 2
HOMO-LUMO gap (spin up / spin down): 5.8 / 5.5 eV
net charge: -1

XYZ file:
```
64
Properties=species:S:1:pos:R:3:forces:R:3:nbo_charge:R:1
Tc 1.02735 -0.17182 0.85978 -0.293 -0.200 -0.317 0.599
N -0.48300 0.69417 4.92861 0.019 0.012 0.069 -0.809
C -0.06672 0.62367 3.61530 0.105 -0.185 -0.028 0.272
S 1.03286 -0.65750 3.19741 0.076 0.268 0.034 -0.114
N -0.51577 1.52925 2.80788 -0.073 0.028 -0.128 -0.432
N -0.07309 1.36606 1.50753 0.004 -0.076 -0.037 -0.246
C -0.55282 2.26536 0.62258 0.030 0.063 -0.114 0.041
C -1.48119 3.35678 0.99946 0.068 -0.049 -0.009 -0.056
C -2.72438 3.46921 0.38318 -0.021 0.027 0.007 -0.199
C -3.58521 4.51321 0.70174 0.021 -0.021 -0.007 -0.225
C -3.21218 5.45653 1.64647 0.024 -0.007 0.006 -0.226
C -1.97392 5.35052 2.27131 0.003 -0.042 -0.030 -0.241
C -1.11669 4.30985 1.95180 -0.044 0.030 0.001 -0.110
C -0.07122 2.09080 -0.69096 -0.091 -0.108 0.174 0.146
C -0.34925 2.95029 -1.78181 0.007 0.017 -0.080 -0.230
C 0.16112 2.67142 -3.01609 -0.046 0.065 0.039 -0.194
C 0.97398 1.53369 -3.18915 0.014 -0.027 0.007 -0.305
C 1.24044 0.75101 -2.10032 0.061 0.044 -0.016 0.063
N 0.73764 0.99584 -0.87204 0.074 0.168 0.268 -0.465
H 0.17128 0.29915 5.58514 -0.034 -0.009 -0.004 0.387
H -0.82790 1.60709 5.18540 0.002 -0.010 0.007 0.383
H -3.01753 2.72290 -0.34639 -0.003 0.004 0.003 0.216
H -4.55045 4.58330 0.21523 -0.002 -0.004 -0.003 0.204
H -3.88143 6.27000 1.89841 0.000 0.000 0.000 0.202
H -1.67671 6.08416 3.01054 0.006 -0.001 0.003 0.205
H -0.15613 4.21723 2.44139 0.001 0.005 0.003 0.218
H -0.96319 3.82386 -1.61223 0.004 -0.008 -0.006 0.224
H -0.05185 3.32451 -3.85348 -0.001 -0.003 0.007 0.206
H 1.38346 1.27166 -4.15439 0.008 -0.008 0.011 0.214
H 1.86115 -0.12932 -2.18404 0.008 -0.019 0.025 0.214
S 3.25248 0.73249 0.97136 0.109 0.071 -0.029 0.071
S 4.48825 -0.50130 1.86236 -0.004 -0.027 0.020 -0.457
S 3.99984 1.86734 3.98779 -0.043 0.025 -0.058 -0.189
S 2.93541 2.39692 2.48712 0.025 -0.036 0.041 0.049
C 2.95584 -3.74460 0.31108 -0.041 0.013 -0.042 -0.603
C 2.76694 -3.39662 -1.16895 0.012 0.065 0.020 -0.231
C 3.55117 -2.14096 -1.55377 -0.010 -0.034 -0.033 -0.598
C 1.30769 -3.35032 -1.59921 0.119 0.029 0.086 0.021
C 0.93112 -4.19096 -2.64060 0.018 -0.023 -0.022 -0.220
C -0.38122 -4.27933 -3.06819 0.004 0.039 0.049 -0.217
C -1.34927 -3.54546 -2.40557 -0.001 -0.037 -0.043 -0.219
C -1.03441 -2.69295 -1.35296 -0.036 0.099 0.048 0.017
C -2.20771 -2.04098 -0.63680 0.013 0.012 0.051 -0.234
C -2.29228 -2.45271 0.83715 0.021 -0.002 -0.031 -0.604
C -2.30348 -0.52311 -0.78570 -0.006 -0.004 -0.043 -0.589
C 0.32361 -2.54127 -0.98081 -0.120 -0.099 -0.091 0.080
N 0.69699 -1.64744 0.01096 -0.058 -0.091 0.073 -0.507
H 4.01768 -3.88377 0.52449 -0.006 -0.006 -0.007 0.205
H 2.42722 -4.66827 0.55902 -0.001 0.011 0.007 0.196
H 2.59388 -2.94803 0.95760 0.020 -0.017 0.010 0.239
H 3.19916 -4.22166 -1.74413 0.013 -0.022 -0.009 0.187
H 3.21145 -1.27814 -0.98641 0.002 0.010 0.017 0.217
H 3.45187 -1.93092 -2.62281 -0.005 0.001 0.016 0.192
H 4.61059 -2.27239 -1.32504 -0.007 0.000 0.004 0.214
H 1.69268 -4.79754 -3.11899 0.003 0.012 0.016 0.200
H -0.65150 -4.93676 -3.88525 -0.002 0.005 -0.006 0.202
H -2.38794 -3.64557 -2.70117 0.000 0.014 0.021 0.198
H -3.09136 -2.45419 -1.13233 -0.025 -0.027 0.005 0.187
H -1.44826 -2.06270 1.40617 -0.004 -0.005 -0.004 0.233
H -2.30174 -3.54053 0.93545 0.000 0.013 0.013 0.201
H -3.21103 -2.05896 1.27887 0.005 -0.005 0.004 0.200
H -1.58641 -0.02299 -0.14150 0.067 0.047 0.027 0.214
H -3.30338 -0.19118 -0.49088 0.015 0.004 -0.015 0.197
H -2.12250 -0.20799 -1.81659 -0.002 0.011 0.021 0.206
```
Forces are in eV/Å.